[1]
C9H11N4 | ωB97M-V/def2-TZVPD

```
24
Properties=species:S:1:pos:R:3:forces:R:3
C -3.0331 0.3401 -0.3555 -0.707 -3.026 1.347
C -2.7340 1.5639 0.1496 0.916 1.295 -0.771
C -2.1358 -0.7134 -0.3710 1.730 0.331 0.097
C -1.3661 1.8653 0.3464 -1.570 2.350 -0.078
C -0.8127 -0.5199 0.0723 -0.956 1.096 -0.653
C -0.4533 0.8346 0.2844 -1.058 1.153 -0.306
C 2.8508 1.0447 -0.5731 -0.171 1.105 -0.468
C 1.5920 -0.1759 0.8408 -3.510 0.173 -3.156
C 0.3280 -2.6997 -0.1142 -0.884 -1.665 -0.291
N 1.7993 1.7729 -0.3247 -2.337 0.186 -0.536
N 0.1142 -1.3988 0.4159 3.135 1.147 1.789
N 0.8950 1.0467 0.5397 2.733 -0.482 0.742
N 2.7592 -0.1093 0.0874 3.305 -2.265 -0.307
H -4.0093 -0.1395 -0.3333 -0.586 1.188 -0.697
H -3.5491 2.2724 0.2126 0.396 0.362 0.236
H -2.4647 -1.6972 -0.5925 -0.298 -0.686 -0.196
H -1.1277 3.0034 0.4765 0.026 -2.476 0.125
H 3.6109 1.5093 -1.2223 -0.008 -1.060 0.518
H 1.6975 -0.4033 1.8209 0.225 -1.049 2.881
H -0.7351 -3.2804 -0.0443 2.711 1.098 -0.310
H 0.6727 -2.5964 -1.1737 -0.422 -0.674 0.537
H 1.1357 -3.2745 0.4807 -1.512 0.889 -0.822
H 1.4324 2.6413 -0.8017 0.856 -1.416 0.776
H 3.5332 -0.8863 0.1792 -2.013 2.428 -0.458
```
Positions in Å, forces in eV/Å.

Properties
Total charge = +1
Orbital gap = 6.999 eV
Multiplicity = 1
HOMO level = -10.9222 eV

Löwdin charges in e: -0.09 -0.09 -0.01 -0.01 -0.25 -0.20 -0.04 -0.04 -0.11 0.16 -0.04 0.02 0.13 0.12 0.11 0.10 0.15 0.18 0.12 0.14 0.08 0.10 0.22 0.24

=====

[2]
C9H11N4 | ωB97M-V/def2-TZVPD

```
24
Properties=species:S:1:pos:R:3:forces:R:3
C 3.7981 -0.5806 0.7492 -1.979 1.976 -2.053
C -2.2710 0.3077 1.3088 2.877 -0.214 -1.654
C -0.0698 0.7753 -0.2493 0.416 -0.667 -1.411
C -1.7044 -0.7971 0.6134 1.286 3.491 -0.591
C -0.5998 -0.5490 -0.2846 -0.474 0.794 1.713
C -0.6157 1.7811 0.4878 -1.315 0.405 0.510
C 0.9410 1.1646 -1.2963 -0.765 -2.045 -1.399
C 2.3065 0.4827 -1.0753 -0.182 0.253 -0.979
C 2.6185 0.1186 0.1642 0.129 -1.921 2.156
N 4.6808 -0.9709 1.3496 1.147 -0.801 0.729
N -1.7084 1.5864 1.2720 0.331 -2.197 -0.960
N -2.2746 -1.9841 0.4205 -2.202 0.674 0.745
N -0.2530 -1.6060 -1.0392 0.798 1.920 0.244
H -3.1641 0.1990 1.8014 -1.868 -0.126 1.363
H 0.3839 0.8463 -2.3235 1.811 0.985 1.967
H 1.1003 2.2225 -1.2408 -0.042 0.659 -0.517
H 2.9450 0.3944 -1.9984 -0.382 0.050 1.415
H -0.3263 2.8180 0.3241 0.201 -0.313 0.360
H 1.8583 0.1086 1.0199 0.844 0.594 -1.530
H -2.1285 2.3720 1.7551 -0.083 -0.316 -0.028
H -3.2086 -1.9693 0.7126 -1.410 -0.995 0.413
H -1.8393 -2.8417 0.2859 0.755 -1.406 0.370
H 0.4026 -1.5011 -1.7940 0.061 -0.306 -0.015
H -0.8718 -2.3772 -0.9632 0.048 -0.495 -0.849
```
Positions in Å, forces in eV/Å.

Properties
Total charge = +1
Orbital gap = 8.926 eV
Multiplicity = 1
HOMO level = -12.8617 eV

Löwdin charges in e: -0.20 0.06 -0.20 -0.21 -0.17 -0.01 -0.13 -0.08 -0.09 0.16 0.10 0.14 0.22 0.11 0.18 0.11 0.14 0.15 0.13 0.17 0.11 0.10 0.13 0.09

=====

[3]
C9H11NO | ωB97M-V/def2-TZVPD

```
22
Properties=species:S:1:pos:R:3:forces:R:3
C -1.3832 1.3802 0.0105 0.723 -0.247 -0.266
C -0.6723 0.8256 -1.0507 -1.435 2.072 0.620
C 0.9705 -2.5769 -0.4828 -0.497 1.137 -1.124
C 0.6162 -2.6740 0.8767 -0.128 0.031 -0.065
C 0.5949 -1.4407 -1.2465 -0.243 -0.470 1.438
C -0.1051 -1.6677 1.5107 0.023 0.102 0.407
C -0.1865 -0.4210 -0.5944 0.817 -1.444 -0.448
C -0.5815 -0.5734 0.7615 1.241 -0.396 -0.033
N -1.2580 0.5714 1.1344 -0.312 -0.145 0.120
C -0.5343 1.4911 -2.4045 -0.092 -0.838 -0.043
H -1.9666 2.2978 0.0856 0.316 -0.279 -0.182
H 1.5412 -3.3836 -0.9614 -0.279 0.403 0.261
H 0.9089 -3.5858 1.4137 -0.050 0.624 -0.031
H 0.8837 -1.3492 -2.3019 -0.122 0.014 0.562
H -0.2072 -1.6743 2.6039 -0.284 -0.194 -0.500
H -1.6626 0.7684 2.0531 0.247 -0.318 -0.824
H -0.4692 0.6583 -3.1248 0.002 0.570 -0.142
H 0.3639 2.1219 -2.5140 -0.291 -0.320 0.183
H -1.4224 2.0982 -2.6478 0.383 -0.259 0.123
O 1.8341 2.2221 2.0929 -0.927 0.518 0.687
H 0.8759 2.1007 1.9049 0.957 0.071 0.111
H 1.8596 2.8109 2.8809 -0.050 -0.630 -0.856
```
Positions in Å, forces in eV/Å.

Properties
Orbital gap = 8.418 eV
Multiplicity = 1
HOMO level = -7.7620 eV

Löwdin charges in e: -0.06 -0.23 -0.10 -0.11 0.00 -0.03 -0.15 -0.22 0.05 -0.05 0.12 0.10 0.10 0.10 0.11 0.16 0.07 0.08 0.08 -0.08 0.02 0.05

=====

[4]
C9H11NO | ωB97M-V/def2-TZVPD

```
22
Properties=species:S:1:pos:R:3:forces:R:3
C 2.2916 0.4622 -0.2645 0.149 3.504 -0.339
C 2.8132 -0.9081 -0.2607 -0.771 -1.033 -0.503
C 1.3452 -0.7039 -0.6604 2.684 1.298 1.794
C -0.8211 -0.5870 0.0819 0.911 -1.583 1.907
C -1.9812 -1.3266 0.4693 7.102 -0.749 -0.177
C -3.1100 -0.7461 0.2860 -5.825 1.925 -1.566
C -3.1702 0.6324 -0.0613 2.361 0.267 -0.219
C -1.9614 1.4495 -0.2984 -4.662 -1.831 -0.104
C -0.8285 0.7265 -0.2703 -0.464 -0.264 -0.027
H 1.8164 0.5691 1.7734 0.118 1.046 -1.268
H 2.9970 1.6445 1.5044 -0.774 -0.730 -1.611
H 2.4922 1.2479 -1.1084 -0.106 -1.863 1.442
H 3.3636 -1.4142 -1.0075 1.071 0.239 -0.858
H 3.0499 -1.3203 0.7142 -0.532 -0.005 0.080
H 1.0113 -0.6711 -1.6753 0.180 -0.313 -0.636
H -1.8199 -2.3091 0.8347 -0.065 -0.883 0.006
H -4.0070 -1.4778 0.1963 1.012 1.977 0.684
H -4.1451 0.9453 -0.2185 -1.541 1.289 -0.343
H -1.9177 2.4676 -0.7109 -0.585 -0.464 0.603
H -0.0065 1.2492 -0.5887 2.275 0.652 -0.330
N 2.1343 1.2591 1.0291 -0.078 -2.056 0.978
O 0.4535 -1.1891 0.2355 -2.460 -0.423 0.485
```
Positions in Å, forces in eV/Å.

Properties
Orbital gap = 9.293 eV
Multiplicity = 1
HOMO level = -8.2607 eV

Löwdin charges in e: -0.30 -0.06 -0.30 -0.19 -0.05 -0.14 -0.04 -0.02 -0.08 0.09 0.08 0.16 0.08 0.11 0.15 0.11 0.15 0.06 0.11 0.08 0.01 -0.02

=====

[5]
C9H11NO | ωB97M-V/def2-TZVPD

```
22
Properties=species:S:1:pos:R:3:forces:R:3
C 1.8085 -0.2342 -2.6392 1.318 -1.248 -1.516
C -1.7031 0.1956 -1.2394 -0.509 1.831 1.021
C -1.7662 0.8256 -0.0563 -2.143 0.749 -0.809
C -0.5520 -0.3004 -1.9094 2.042 -0.943 0.236
C -0.6486 1.1567 0.7895 0.867 -1.247 0.277
C 0.6703 0.2724 -1.9972 -1.377 -0.617 0.540
C 0.4108 0.3927 1.1055 -1.173 -0.494 0.998
C 1.5884 0.8567 1.8735 2.602 -1.016 -0.866
C -0.6452 -1.7624 1.0728 -0.456 0.133 -0.669
N 2.7353 -0.5805 -3.2446 -0.791 0.312 0.730
O 0.5040 -0.9633 0.9874 1.185 0.753 -0.706
H -2.5974 0.2071 -1.8243 -0.630 -0.509 -0.217
H -2.8251 1.2188 0.1398 1.790 -0.392 0.276
H -0.7289 -1.3479 -2.1309 0.542 -0.030 -1.217
H -0.5244 2.0974 1.2419 -0.492 1.398 0.158
H 0.9298 1.1433 -1.4492 -0.454 1.109 0.169
H 1.7226 1.8880 2.2186 -0.837 -0.271 -0.044
H 2.4585 0.7393 1.1170 -0.936 -0.054 1.268
H 1.7613 0.0861 2.6759 0.054 1.074 -0.603
H -1.2931 -1.1766 1.7995 -0.123 -1.368 -1.141
H -0.2661 -2.7158 1.4545 -0.419 0.176 0.290
H -1.0395 -1.9987 0.0145 -0.061 0.653 1.824
```
Positions in Å, forces in eV/Å.

Properties
Orbital gap = 8.408 eV
Multiplicity = 1
HOMO level = -8.5289 eV

Löwdin charges in e: -0.23 -0.14 -0.10 -0.09 -0.07 -0.09 -0.40 -0.02 -0.07 0.14 -0.12 0.10 0.13 0.12 0.10 0.11 0.08 0.12 0.10 0.13 0.09 0.10

=====

[6]
C9H11NO | ωB97M-V/def2-TZVPD

```
22
Properties=species:S:1:pos:R:3:forces:R:3
C -3.2815 -0.2283 0.1846 0.792 -0.695 -0.667
C -2.3525 -1.3197 0.3676 -0.100 3.651 -0.839
C -2.8734 1.0118 -0.2484 1.260 0.637 0.494
C -1.0409 -0.8786 0.1327 -1.064 -2.767 0.197
C -0.7667 0.4162 -0.2604 1.876 -1.153 1.410
C 0.4362 -1.3194 0.2255 -0.863 0.814 0.984
C 0.7343 0.2405 0.1138 -1.548 -0.237 1.008
C 3.2302 0.3332 -0.2932 -2.318 -2.824 -0.024
C 1.7939 0.5681 -0.8417 1.062 3.278 -1.881
N -1.5833 1.3959 -0.3562 -0.669 0.939 -1.095
O 0.8633 0.8679 1.3994 0.537 -0.206 -0.372
H -4.3396 -0.3000 0.2846 -0.608 -0.650 0.248
H -2.7983 -2.2336 0.6378 0.310 -1.259 0.479
H -3.4891 1.8575 -0.4369 -1.211 0.113 0.074
H 0.8027 -1.8713 1.1258 -0.362 0.564 -0.761
H 0.7412 -1.7697 -0.6963 0.301 -0.686 -0.371
H 3.0035 -0.1503 0.6648 0.910 -0.052 0.016
H 3.7910 1.1739 -0.1346 0.971 2.403 0.502
H 3.8542 -0.3041 -0.9037 -0.114 -0.461 -0.204
H 1.4964 0.0243 -1.7970 0.815 0.794 1.015
H 1.7571 1.7358 -1.0369 -0.353 -2.265 -0.011
H 0.0214 0.7500 1.8688 0.375 0.064 -0.202
```
Positions in Å, forces in eV/Å.

Properties
Orbital gap = 10.059 eV
Multiplicity = 1
HOMO level = -9.3239 eV

Löwdin charges in e: -0.06 0.04 -0.13 -0.15 -0.23 0.00 -0.47 -0.07 -0.18 0.14 0.01 0.09 0.09 0.09 0.13 0.10 0.08 0.04 0.07 0.14 0.16 0.11

=====

[7]
C9H11NO2Sr | ωB97M-V/def2-TZVPD

```
24
Properties=species:S:1:pos:R:3:forces:R:3
C 0.0407 -1.4280 -1.5843 -0.258 -0.623 0.405
C -1.2883 -1.5693 -1.0880 0.561 -0.420 0.205
C -1.2319 -2.3008 0.1399 0.377 0.013 -0.331
C 0.1486 -2.6124 0.3998 -0.109 0.148 -0.304
C 0.9302 -2.0575 -0.6676 -0.792 -0.206 0.016
Sr -0.0787 -0.0487 0.9723 0.198 0.901 -1.974
C -1.0123 1.8647 -0.6809 0.567 -0.734 1.522
C 0.4238 1.9064 -1.0365 0.495 1.023 -1.347
C 0.7534 2.4344 -2.2962 -0.515 -0.644 0.654
N 1.4052 1.4637 -0.1745 -0.618 -0.317 0.968
H -2.0556 -2.3747 0.8631 0.301 -0.298 -0.389
H -2.1797 -1.1180 -1.5330 0.395 -0.235 0.197
H 0.5541 -2.9421 1.3660 -0.195 -0.249 -0.482
H 2.0205 -2.0316 -0.7296 -0.381 -0.105 0.013
H 0.3265 -0.9013 -2.4964 -0.093 -0.031 0.433
H -1.7879 1.5991 -1.3919 0.210 0.419 -0.127
H 2.3794 1.4977 -0.4816 -0.716 0.459 -0.547
H -1.3199 2.2217 0.3196 0.048 0.023 -0.496
H -0.0628 2.8379 -2.8924 0.502 0.167 -0.155
H 1.8066 2.4840 -2.5301 0.161 0.085 -0.615
O 0.0503 0.6199 5.0825 0.205 -1.666 -0.823
C 0.0610 0.2399 3.8817 -0.360 2.951 1.759
O -0.0916 1.0509 2.9215 -0.029 -0.400 1.298
H 0.2084 -0.8357 3.6364 0.047 -0.259 0.119
```
Positions in Å, forces in eV/Å.

Properties
Total charge = -2
Orbital gap = 3.505 eV
Multiplicity = 1
HOMO level = 1.5600 eV

Löwdin charges in e: -0.20 -0.24 -0.31 -0.32 -0.25 1.41 -0.26 -0.73 -0.15 -0.20 0.07 0.08 0.06 0.08 0.08 -0.03 -0.02 -0.03 -0.03 -0.04 -0.12 -0.62 -0.32 0.09

=====

[8]
C9H11NO3 | ωB97M-V/def2-TZVPD

```
24
Properties=species:S:1:pos:R:3:forces:R:3
C -2.2484 0.0471 -0.3615 -0.587 -0.104 -0.308
C -1.9957 -1.2635 0.3575 -0.367 -0.199 0.276
C 0.3076 -0.9872 0.0308 0.314 0.084 -0.131
C 1.5679 -1.5878 -0.0054 0.228 0.282 -0.158
C 2.7045 -0.8015 -0.0291 -0.289 0.242 -0.092
C 2.5754 0.5848 0.0276 -0.227 0.490 0.320
C 1.3231 1.1725 0.0775 0.360 0.143 -0.262
C 0.1638 0.3967 0.0461 -0.070 0.260 0.317
C -1.2050 1.0557 0.0697 0.290 -0.425 0.359
H -4.3152 -0.0396 -0.3688 -0.189 -0.271 -0.161
H -3.7161 1.4630 -0.3599 -0.075 0.110 0.028
H -2.1272 -0.1420 -1.4536 -0.105 0.098 0.455
H -2.0654 -1.0953 1.4467 0.258 0.002 -0.215
H -2.7332 -2.0335 0.1143 -0.063 0.227 -0.093
H 1.6758 -2.6576 -0.0658 -0.131 -0.174 0.041
H 4.5643 -0.5903 -0.1359 0.079 -0.123 0.016
H 3.5861 2.2294 0.1143 0.028 0.008 -0.013
H 1.2377 2.2673 0.0795 0.035 -0.407 0.083
H -1.4563 1.4264 1.0823 0.101 -0.182 -0.375
H -1.2182 1.9018 -0.6074 0.041 0.296 -0.127
N -3.5838 0.5333 0.0153 0.543 0.117 -0.056
O -0.7589 -1.8327 -0.0198 0.035 -0.164 0.150
O 3.9459 -1.3340 -0.1314 0.066 -0.205 0.082
O 3.7712 1.2870 0.0770 -0.276 -0.106 -0.136
```
Positions in Å, forces in eV/Å.

Properties
Orbital gap = 8.465 eV
Multiplicity = 1
HOMO level = -7.8348 eV

Löwdin charges in e: -0.39 -0.16 -0.23 0.09 -0.26 -0.25 0.03 -0.15 -0.11 0.07 0.07 0.16 0.14 0.13 0.13 0.10 0.11 0.13 0.14 0.12 0.05 -0.03 0.08 0.04

=====

[9]
C9H11NOS | ωB97M-V/def2-TZVPD

```
23
Properties=species:S:1:pos:R:3:forces:R:3
C 1.1071 -1.8915 0.7836 -2.212 -0.281 0.150
C -0.2422 -1.7561 0.9009 -0.599 -0.548 0.008
C 1.2049 0.3171 -0.2447 -1.060 -1.904 -0.024
C 1.8658 -0.8020 0.2282 -1.392 -0.053 0.281
C -0.9158 -0.5323 0.3775 1.515 -1.236 0.294
C -2.1368 -0.2321 0.7709 -1.094 2.874 -0.697
C -1.0806 1.6156 -0.7541 -0.287 -2.428 0.337
C 3.3338 -0.9268 0.4641 -0.520 1.564 2.873
C -1.9752 1.3416 -1.9500 -1.566 0.429 -0.757
N -0.2316 0.4085 -0.4061 1.630 -0.753 1.215
O -1.8859 2.1505 1.9011 -0.711 -0.253 -0.153
S -2.4894 1.5336 0.6876 2.386 0.294 -0.530
H 1.5526 -2.8100 1.1866 0.188 0.637 -0.205
H -0.9062 -2.5102 1.4999 1.355 1.564 -1.405
H 1.7859 1.0773 -0.6628 0.543 1.418 -0.513
H -2.8139 -0.8171 1.2901 -0.929 -1.056 1.047
H -0.4402 2.4906 -0.9194 -0.421 -0.072 0.729
H 3.9057 -1.1880 -0.3474 1.261 -1.374 -1.849
H 3.6018 0.0958 0.6262 0.826 0.817 0.338
H 3.6232 -1.4487 1.4562 -0.656 0.492 -1.903
H -2.7588 0.5754 -1.7592 0.420 0.542 0.304
H -1.6003 1.0221 -2.9114 1.154 -0.119 -0.008
H -2.5038 2.2867 -2.2177 0.168 -0.555 0.469
```
Positions in Å, forces in eV/Å.

Properties
Orbital gap (spin up / spin down) = 7.882 / 7.882 eV
Multiplicity = 1
HOMO level (spin up / spin down) = -7.4881 / -7.4885 eV

Löwdin charges in e: -0.06 -0.01 0.03 -0.27 -0.32 -0.24 -0.31 -0.06 -0.15 -0.03 -0.55 0.96 0.12 0.15 0.10 0.05 0.13 0.05 0.06 0.12 0.07 0.07 0.09

=====

[10]
C9H11NOS | ωB97M-V/def2-TZVPD

```
23
Properties=species:S:1:pos:R:3:forces:R:3
O 0.9999 -2.3888 0.1752 0.017 -0.278 0.090
C 0.5971 -1.2456 0.2886 0.086 0.115 -0.121
N 0.1813 -0.5119 -0.7627 0.029 -0.045 -0.203
C 0.0995 -1.0937 -2.0916 0.069 -0.368 -0.250
C -1.0514 -0.3378 -2.7446 0.155 0.077 0.049
H -2.0050 -0.7753 -2.4471 -0.030 -0.042 -0.011
C -0.9011 1.0586 -2.1430 -0.043 -0.106 0.047
H -0.1076 1.5998 -2.6594 0.007 0.043 -0.019
C -0.4869 0.7760 -0.6972 -0.221 0.530 0.257
H -1.3617 0.7119 -0.0391 0.085 0.080 -0.036
H 0.1786 1.5480 -0.3043 -0.143 -0.027 -0.020
H -1.8152 1.6457 -2.1985 0.025 0.078 0.003
H -0.9872 -0.3387 -3.8302 -0.043 -0.045 -0.039
H 1.0401 -0.9243 -2.6283 -0.065 -0.089 -0.031
H -0.0610 -2.1697 -2.0070 0.064 0.101 -0.057
C 0.5463 -0.5504 1.6033 -0.132 -0.165 0.516
C 1.2745 0.5190 2.0321 -0.127 -0.211 -0.264
C 1.0186 0.8535 3.3799 -0.065 0.010 0.183
C 0.1009 0.0335 3.9517 -0.194 -0.296 -0.167
S -0.4566 -1.1753 2.8648 0.412 0.399 -0.121
H -0.2864 0.0603 4.9506 -0.056 0.049 0.226
H 1.4982 1.6673 3.8935 0.065 0.115 0.126
H 1.9852 1.0380 1.4133 0.105 0.075 -0.160
```
Positions in Å, forces in eV/Å.

Properties
Orbital gap = 9.720 eV
Multiplicity = 1
HOMO level = -8.9674 eV

Löwdin charges in e: 0.06 -0.50 -0.05 -0.14 -0.16 0.12 -0.16 0.11 -0.15 0.13 0.11 0.11 0.11 0.13 0.12 -0.46 -0.13 -0.18 -0.41 1.06 0.06 0.10 0.12

=====

Energy above the lowest of the compared OMol25 structures with the same formula, charge and spin, respectively: 99.3, 37.9, 1.6, 82.2, 83.6, 54.5, 25.1, 18.5, 81.0, 0.0 kcal/mol.